19
Properties=species:S:1:pos:R:3 method="wB97M-V/def2-TZVPD" homo_ev=-8.63 de_lowest_kcal_mol=42.6 smiles=C[C@H](CN)NCO spin_multiplicity=1 homo_lumo_gap_ev=9.65
C 1.0259 0.5776 0.5288
N 0.5620 1.8615 1.0834
C 0.0785 0.0493 -0.5914
C 0.7470 0.0743 -1.9693
N -0.4866 -1.2472 -0.3153
C -1.5866 -1.3770 0.6085
O -1.7042 -0.3392 1.5414
H 1.2002 -0.1638 1.2944
H 1.9987 0.7742 0.0648
H 1.3151 2.4137 1.4109
H -0.0007 1.7232 1.9039
H -0.7686 0.7353 -0.6855
H -0.0607 0.0566 -2.6948
H 1.4570 0.8881 -2.1071
H 1.3002 -0.8389 -2.2295
H 0.1653 -2.0094 -0.2862
H -1.4449 -2.2880 1.1793
H -2.5375 -1.3325 0.0733
H -1.2602 0.4421 1.1905

9
Properties=species:S:1:pos:R:3 method="wB97M-V/def2-TZVPD" homo_ev=-11.18 de_lowest_kcal_mol=50.5 smiles=C#C[C@H](O)C#N spin_multiplicity=1 homo_lumo_gap_ev=11.72
O 0.7776 -0.6372 -1.4514
C 0.3348 0.3280 -0.3934
C -0.9999 0.2943 0.2763
C -2.0905 0.3347 0.7952
C 1.4487 -0.0213 0.4497
N 2.3547 -0.4089 1.0449
H 0.8137 -1.5650 -1.1377
H 0.4317 1.3410 -0.8253
H -3.0707 0.3344 1.2418

19
Properties=species:S:1:pos:R:3 method="wB97M-V/def2-TZVPD" homo_ev="-3.79 / -8.78" de_lowest_kcal_mol=64.3 spin_multiplicity=3 homo_lumo_gap_ev="4.76 / 6.89"
C 1.5151 2.2978 0.5429
C 0.2395 2.0395 0.4796
C 1.6112 -2.1282 -1.1756
C -2.3387 -1.2362 -0.4003
N 1.1118 -1.2526 -0.1430
N -1.6610 0.0044 -0.0069
Si -0.1591 0.5206 -0.5250
H 1.8661 3.0517 1.1238
H 2.2681 1.7990 -0.1251
H -0.3865 2.7933 1.0439
H 0.6646 -2.3802 -1.7265
H 2.3370 -1.7681 -1.8387
H 1.8194 -3.0824 -0.6751
H -2.8531 -1.1002 -1.3042
H -1.7791 -2.1132 -0.4279
H -3.1521 -1.3234 0.3228
H 1.9082 -0.8413 0.2960
H -2.2953 0.6619 0.3549
H -0.1934 0.2487 -2.0049

14
Properties=species:S:1:pos:R:3 method="wB97M-V/def2-TZVPD" homo_ev=-12.35 de_lowest_kcal_mol=29.0 total_charge=+1 spin_multiplicity=2 homo_lumo_gap_ev=4.86
Ag -16.0446 -20.4049 -28.4779
C -15.1076 -17.7524 -24.2702
O -15.4451 -17.7538 -25.6037
H -14.2603 -17.1213 -24.0019
H -15.9869 -17.4528 -23.6999
H -14.8419 -18.7654 -23.9682
Cl -15.5170 -23.9818 -21.1322
C -15.4720 -23.4044 -19.4589
C -14.2258 -22.3950 -19.3071
Cl -12.6092 -23.1207 -19.2769
H -15.4432 -24.2302 -18.7480
H -16.3460 -22.7771 -19.2839
H -14.3477 -21.7368 -18.4469
H -14.3878 -21.7433 -20.1657

21
Properties=species:S:1:pos:R:3 method="wB97M-V/def2-TZVPD" homo_ev=-8.50 de_lowest_kcal_mol=30.0 smiles="O=C(Oc1ccco1)c1cccnc1" spin_multiplicity=1 homo_lumo_gap_ev=8.19
C -0.1790 0.7192 -0.1752
C 2.0676 -0.1153 0.0102
C 2.8338 0.9391 0.1861
C 4.1406 0.3730 0.3821
C 4.0185 -0.9683 0.0672
C -1.5530 0.2382 -0.1516
C -1.8752 -1.1496 -0.1961
C -3.2000 -1.5092 -0.0055
C -4.1009 -0.5381 0.2462
C -2.6466 1.1118 0.0383
H 2.6574 1.9148 0.4635
H 5.0618 0.7666 0.0532
H 4.7103 -1.7012 -0.2751
H -1.1007 -1.9232 -0.1585
H -3.3925 -2.6265 0.2633
H -5.1413 -0.8747 0.5167
H -2.3962 2.1593 0.2535
N -3.8681 0.7334 0.1137
O 0.1982 1.8669 -0.3388
O 0.7843 -0.2815 -0.0091
O 2.7230 -1.2672 -0.1927

21
Properties=species:S:1:pos:R:3 method="wB97M-V/def2-TZVPD" homo_ev=-10.48 de_lowest_kcal_mol=50.8 smiles=O.O.O.O.O.O.O spin_multiplicity=1 homo_lumo_gap_ev=10.61
H 0.6040 -0.0864 -0.3410
H -0.7299 -0.7378 -0.6673
H 3.8001 -1.5013 0.6457
H 3.7038 -0.0118 0.9324
H -2.0958 1.7610 -1.7145
H -3.0044 0.5628 -1.4935
H -2.6453 -0.4631 1.4410
H -3.5743 -0.6679 2.6265
H 0.3249 3.5238 1.3782
H -1.0996 3.0948 1.0673
H 2.8183 1.2145 -1.8473
H 2.7833 0.3255 -0.6150
H -1.0944 -3.4755 -0.3066
H 0.1495 -2.8404 -0.9061
O -0.0959 -0.6218 0.0494
O 3.9172 -0.8538 1.3500
O -2.2031 0.8339 -1.9555
O -2.7743 -1.0180 2.2185
O -0.3034 3.4444 0.6516
O 2.3041 0.5144 -1.4297
O -0.7847 -2.9973 -1.0840

99
Properties=species:S:1:pos:R:3 method="wB97M-V/def2-TZVPD" homo_ev="-6.20 / -8.00" de_lowest_kcal_mol=0.0 spin_multiplicity=3 homo_lumo_gap_ev="5.50 / 5.53"
Pt 1.0193 -0.5349 0.9678
C 3.3958 -3.1680 -0.2569
Si 4.1281 -1.4567 0.1145
C 5.4652 -1.6215 1.4742
C 4.9577 -0.9600 -1.5522
N 2.9999 -0.2239 0.6923
C 3.4063 1.0057 1.1002
C 2.7058 1.6800 2.1298
C 3.0582 2.9518 2.5270
C 4.1171 3.6096 1.9188
C 4.8332 2.9628 0.9209
C 4.5026 1.6845 0.5274
H 4.1651 -3.7874 -0.7106
H 2.5698 -3.1053 -0.9555
H 3.0537 -3.6699 0.6391
H 6.2221 -2.3410 1.1799
H 5.0205 -1.9735 2.3992
H 5.9568 -0.6761 1.6813
H 5.1707 -1.8630 -2.1150
H 5.8955 -0.4304 -1.4166
H 4.3086 -0.3543 -2.1734
H 1.9236 1.1349 2.6599
H 2.4982 3.4375 3.3131
H 4.3893 4.6061 2.2292
H 5.6585 3.4734 0.4468
H 5.0769 1.1950 -0.2404
C 0.8462 6.2814 0.9751
C 0.1581 5.4179 1.8130
C 0.1208 4.0655 1.5273
C 0.7586 3.5702 0.3945
C 1.4729 4.4328 -0.4243
C 1.5206 5.7857 -0.1283
As 0.4092 1.7044 -0.0902
C 0.9582 1.6347 -1.9331
C 2.2454 1.4480 -2.4054
C 2.4638 1.3407 -3.7696
C 1.3938 1.4127 -4.6501
C 0.1054 1.6160 -4.1854
C -0.1279 1.7302 -2.8199
C -1.4100 2.0180 -2.1784
C -2.6054 2.2803 -2.8339
C -3.7167 2.6747 -2.1112
C -3.6540 2.8054 -0.7331
C -2.4869 2.4848 -0.0601
C -1.3694 2.0932 -0.7756
H 0.8559 7.3422 1.1786
H -0.3537 5.8102 2.6804
H -0.4043 3.3807 2.1870
H 1.9954 4.0480 -1.2932
H 2.0728 6.4597 -0.7690
H 3.0693 1.4017 -1.7022
H 3.4655 1.1922 -4.1487
H 1.5704 1.3195 -5.7114
H -0.7165 1.6888 -4.8828
H -2.6631 2.1935 -3.9082
H -4.6346 2.9056 -2.6291
H -4.5143 3.1617 -0.1857
H -2.4464 2.5547 1.0206
C -2.6893 -1.9091 2.6834
C -1.4635 -1.2726 2.5693
N -1.0177 -0.8222 1.3971
C -1.7990 -0.9086 0.3233
C -3.0810 -1.4351 0.3694
C -3.5070 -1.9980 1.5721
C -3.9114 -1.3856 -0.8337
C -5.0346 -0.6728 -0.9397
C -5.5685 0.2330 0.0652
C -6.8163 0.8413 -0.1263
C -7.2451 1.7272 0.8460
N -6.4992 2.0266 1.9018
C -5.3345 1.4101 1.9850
N -4.8375 0.5274 1.1449
H -2.9892 -2.3242 3.6325
H -0.8167 -1.1460 3.4282
H -1.3957 -0.5564 -0.6218
H -4.4662 -2.4902 1.6273
H -3.5334 -1.9467 -1.6783
H -5.6026 -0.7094 -1.8583
H -7.4163 0.6258 -0.9968
H -8.2061 2.2247 0.7868
H -4.7160 1.6609 2.8373
O 0.2572 -8.1724 1.9580
N -0.1719 -7.8305 0.8714
O -0.6217 -8.5975 0.0402
C -0.1384 -6.4430 0.5491
C -0.5671 -5.9982 -0.6947
C -0.5355 -4.6497 -0.9933
C 0.0575 -3.6589 -0.1199
O 0.2308 -2.4779 -0.4687
C 0.3885 -4.1850 1.1926
C 0.2697 -5.5174 1.5097
N 0.7083 -3.2905 2.2289
O 1.5466 -2.3581 2.0325
O 0.1131 -3.4086 3.3162
N -1.1569 -4.2315 -2.2034
O -1.2269 -5.0345 -3.1176
O -1.6412 -3.1120 -2.2502
H -0.9629 -6.7008 -1.4163
H 0.5151 -5.8637 2.5024

64
Properties=species:S:1:pos:R:3 method="wB97M-V/def2-TZVPD" homo_ev="-11.96 / -15.06" de_lowest_kcal_mol=87.9 total_charge=+2 spin_multiplicity=5 homo_lumo_gap_ev="5.32 / 6.80"
P -0.7486 -1.7305 -1.9636
P -0.3111 2.1720 -1.5105
C -1.3012 -0.2910 -2.9815
C -0.2755 0.8413 -2.8168
H -2.3180 0.0077 -2.6649
H -1.2467 -0.6099 -4.0406
H 0.7070 0.4108 -2.5538
H -0.1231 1.3849 -3.7666
C -1.8492 2.9769 -0.9498
H -1.7407 3.4228 0.0500
H -2.6411 2.2156 -0.8817
H -2.1794 3.7772 -1.6431
C 0.4681 3.4446 -2.6640
H -0.1135 3.4931 -3.5905
H 1.4688 3.1331 -2.9762
H 0.5522 4.4590 -2.2454
C -2.1212 -2.7269 -1.3480
H -1.7418 -3.2567 -0.4610
H -2.4519 -3.4491 -2.1110
H -2.9327 -2.0651 -1.0183
C -0.1972 -2.8518 -3.4178
H 0.5807 -2.4139 -4.0623
H -1.0491 -3.0898 -4.0685
H 0.1977 -3.7785 -2.9694
Pt -2.6925 -0.2302 0.9908
C 2.5542 1.5405 -1.3689
C 1.4211 1.6409 -0.5174
C 0.7836 0.2280 0.0841
C 1.4257 -1.1470 -0.1143
C 1.7452 -1.8042 -1.5674
C 2.4615 -1.2242 -2.5689
C 3.7411 -0.4913 -2.2278
C 3.5623 0.5516 -1.0918
C -1.2259 -2.6165 2.6821
H 2.8608 2.2870 -2.1042
H 1.5265 2.3809 0.3394
H -0.3050 0.1764 -0.1288
H 0.6517 0.4209 1.1911
H 2.2872 -1.2591 0.5856
H 0.7242 -1.8573 0.3651
H 1.8706 -2.8930 -1.5024
H 2.4290 -1.4559 -3.7200
H 4.1583 -0.0358 -3.1511
H 4.4563 -1.2847 -1.8641
H 3.2574 0.0439 -0.1867
H 4.4770 1.0520 -0.7719
H -0.3842 -2.5205 3.4011
H -0.8620 -3.0228 1.7143
H -1.9569 -3.3313 3.1133
C 0.1316 0.0476 4.5465
C -1.2050 0.6329 4.0663
C -2.2781 0.2005 5.0613
C -1.1244 2.1523 4.0588
C -1.7135 -0.0035 2.7543
C -1.8195 -1.2904 2.3908
H 0.2197 0.1574 5.6435
H 1.0089 0.5238 4.0884
H 0.1677 -1.0215 4.3298
H -2.0236 0.4279 6.1027
H -3.2066 0.7183 4.8161
H -2.4460 -0.8773 4.9793
H -0.2625 2.5575 3.5322
H -2.0184 2.6004 3.6282
H -1.0299 2.5505 5.0757

93
Properties=species:S:1:pos:R:3 method="wB97M-V/def2-TZVPD" homo_ev="-10.17 / -10.45" total_charge=+1 spin_multiplicity=5 homo_lumo_gap_ev="7.93 / 5.36"
Ru 0.4524 0.4125 -0.1430
C -0.9127 3.0101 4.0591
C -1.5429 1.8997 3.2226
C -3.0272 1.7637 3.5670
P -1.1966 2.0243 1.3576
C -1.6342 3.7568 0.7868
C -2.8290 4.4583 1.4206
C -0.3893 4.6399 0.9078
C -2.5138 0.8851 0.7708
C -3.7676 1.1151 0.2390
C -4.6346 0.0464 0.0104
C -6.0194 0.2801 -0.4988
C -4.2189 -1.2478 0.3254
C -2.9631 -1.5059 0.8345
C -2.0845 -0.4416 1.0397
N -0.7698 -0.5195 1.4315
C -0.2914 -0.9944 2.5955
C -1.1067 -1.5571 3.6001
C -0.6344 -1.6952 4.8830
C 0.6559 -1.2925 5.2329
C 1.1293 -1.3388 6.6477
C 1.5054 -0.8356 4.2273
C 1.0689 -0.7193 2.9204
P 2.0659 -0.1441 1.5179
C 3.2779 -1.5263 1.2012
C 4.0235 -1.9919 2.4470
C 2.5169 -2.6774 0.5524
C 3.1685 1.2703 2.0019
C 3.6038 1.9307 0.6942
C 2.3947 2.2642 2.8516
H -1.1535 2.8285 5.1061
H -1.3002 3.9891 3.8008
H 0.1675 3.0254 3.9669
H -1.0548 0.9663 3.5233
H -3.5730 2.6778 3.3564
H -3.1153 1.5569 4.6334
H -3.4953 0.9414 3.0304
H -1.8531 3.5996 -0.2788
H -2.6480 4.6908 2.4657
H -3.7442 3.8776 1.3454
H -2.9774 5.4042 0.9009
H -0.2702 5.0128 1.9210
H -0.4810 5.4960 0.2444
H 0.5177 4.0966 0.6450
H -4.0952 2.1188 0.0106
H -6.0934 1.2174 -1.0441
H -6.7098 0.3222 0.3451
H -6.3394 -0.5345 -1.1439
H -4.9015 -2.0685 0.1648
H -2.6436 -2.5189 1.0336
H -2.1269 -1.8160 3.3652
H -1.2923 -2.0855 5.6446
H 0.2969 -1.4716 7.3333
H 1.6509 -0.4169 6.9027
H 1.8249 -2.1669 6.7870
H 2.5152 -0.5478 4.4846
H 3.9948 -1.1129 0.4788
H 3.3404 -2.4391 3.1656
H 4.5639 -1.1827 2.9331
H 4.7512 -2.7499 2.1637
H 1.7754 -3.0747 1.2472
H 3.1995 -3.4810 0.2842
H 2.0170 -2.3285 -0.3534
H 4.0439 0.9016 2.5429
H 2.7193 2.1967 0.1021
H 4.2287 1.2751 0.0921
H 4.1673 2.8376 0.8978
H 1.4698 2.5249 2.3304
H 2.9750 3.1716 3.0040
H 2.1483 1.8462 3.8245
F -0.6649 4.5435 -3.3745
C -1.0024 3.2884 -3.0433
C -0.3515 2.6622 -1.9917
C -0.6402 1.3438 -1.6735
C -1.5413 0.6250 -2.4838
C -2.2793 1.3404 -3.4348
F -3.2948 0.7543 -4.0975
C -2.0269 2.6649 -3.7310
C -1.5355 -0.8331 -2.3758
C -2.0967 -1.6812 -3.3375
C -1.9158 -3.0475 -3.2289
C -1.2023 -3.5490 -2.1501
C -0.6864 -2.6457 -1.2354
N -0.8296 -1.3349 -1.3515
H 0.4036 3.2192 -1.4530
H -2.5820 3.1766 -4.5000
H -2.6458 -1.2796 -4.1732
H -2.3186 -3.7117 -3.9811
H -1.0362 -4.6085 -2.0264
H -0.1382 -2.9978 -0.3710
S 2.5140 -0.6106 -4.0467
C 2.0688 -0.1239 -2.6149
N 1.7451 0.2590 -1.5406

20
Properties=species:S:1:pos:R:3 method="wB97M-V/def2-TZVPD" homo_ev=-8.93 de_lowest_kcal_mol=60.0 smiles="C=CCCCN.O" spin_multiplicity=1 homo_lumo_gap_ev=9.72
C -0.6418 0.3949 -1.1087
C 0.4247 0.6513 0.0387
C 0.6630 -0.7331 0.7027
C 2.5746 -1.2709 -0.7910
C 1.3659 -1.5875 -0.3444
N -1.4341 1.6677 -1.1890
H -0.1371 0.0443 -2.0636
H -1.3483 -0.3509 -0.7482
H 0.0789 1.4100 0.8322
H 1.3152 1.0218 -0.4903
H 1.2772 -0.4408 1.5513
H -0.2576 -1.1690 1.1674
H 2.9597 -1.6862 -1.6984
H 3.2816 -0.4831 -0.5458
H 0.7592 -2.5067 -0.5796
H -1.6414 1.9504 -0.2490
H -2.0572 1.7142 -1.9737
H -2.7977 0.6278 2.6739
H -1.9604 0.6404 1.3506
O -1.9741 0.3466 2.2639

12
Properties=species:S:1:pos:R:3 method="wB97M-V/def2-TZVPD" homo_ev=-7.31 de_lowest_kcal_mol=88.7 smiles="[H]/N=C(N)/C=C/O" spin_multiplicity=1 homo_lumo_gap_ev=7.95
C 0.7945 0.1799 -0.1222
N 2.1384 -0.0350 0.0259
C -1.4014 -0.0833 -0.3162
C -0.2397 -0.7710 0.0586
O -2.6170 -0.3697 0.1997
N 0.2858 1.4106 -0.0780
H -2.5008 -0.8444 1.0370
H 2.4287 -0.8988 0.4575
H 2.6842 0.7705 0.2965
H 0.1701 1.9192 -0.9601
H -1.5419 0.3659 -1.2927
H -0.2010 -1.6440 0.6939

58
Properties=species:S:1:pos:R:3 method="wB97M-V/def2-TZVPD" homo_ev="-8.31 / -8.49" de_lowest_kcal_mol=0.0 spin_multiplicity=2 homo_lumo_gap_ev="8.67 / 8.13"
Cu -0.3104 1.1324 -0.2990
C 1.1541 -4.3569 1.0379
C 0.9847 -3.5620 2.3291
N 0.0001 -2.4729 2.2724
C -1.3379 -2.7584 2.7846
C -2.1582 -3.6594 1.8684
C 0.3395 -1.2967 1.6950
S -0.7373 0.0604 1.7937
N 1.5646 -1.2581 1.1837
C 2.0251 -0.4644 0.2391
O 1.3558 0.2093 -0.5984
C 3.5100 -0.3990 0.0755
C 4.3587 -1.3043 0.7083
C 5.7319 -1.1993 0.5476
C 6.2658 -0.1855 -0.2391
C 5.4230 0.7161 -0.8741
C 4.0491 0.6058 -0.7225
H 1.9239 -5.1196 1.1778
H 1.4671 -3.6980 0.2287
H 0.2317 -4.8581 0.7423
H 1.9416 -3.1223 2.6028
H 0.6704 -4.2212 3.1403
H -1.8503 -1.8148 2.9301
H -1.2297 -3.2280 3.7649
H -2.1754 -3.2595 0.8522
H -3.1853 -3.7212 2.2347
H -1.7561 -4.6729 1.8274
H 3.9283 -2.0878 1.3193
H 6.3873 -1.9098 1.0363
H 7.3394 -0.0991 -0.3553
H 5.8347 1.5063 -1.4893
H 3.3777 1.2986 -1.2153
Cl -1.2787 1.8507 -3.5067
C -0.1154 2.9313 -2.7773
C 0.2963 2.6794 -1.4822
C 1.2354 3.5490 -0.9520
Cl 1.7654 3.2813 0.6877
C 1.7574 4.6274 -1.6633
Cl 2.9268 5.6780 -0.9572
C 1.3146 4.8540 -2.9661
Cl 1.9368 6.1781 -3.8723
C 0.3659 4.0024 -3.5302
Cl -0.1902 4.2856 -5.1376
N -3.9862 2.9728 -0.6434
C -2.6432 2.8641 -0.5745
N -2.2526 1.6284 -0.3875
C -3.4191 0.8590 -0.3451
C -3.6062 -0.5136 -0.1927
C -4.9016 -0.9887 -0.2066
C -6.0013 -0.1290 -0.3715
C -5.8295 1.2313 -0.5295
C -4.5202 1.6997 -0.5125
H -4.4932 3.8206 -0.8226
H -1.9760 3.7094 -0.6593
H -2.7588 -1.1739 -0.0646
H -5.0764 -2.0517 -0.0850
H -7.0014 -0.5434 -0.3830
H -6.6728 1.8983 -0.6642

7
Properties=species:S:1:pos:R:3 method="wB97M-V/def2-TZVPD" homo_ev="-1.84 / -5.18" total_charge=-1 spin_multiplicity=3 homo_lumo_gap_ev="5.54 / 5.75"
O 0.0963 0.4307 0.7450
O 0.8618 -1.2869 -0.9706
O -1.8071 1.6854 -0.0822
P 1.3130 -0.8486 0.3675
S -1.0246 0.5095 -0.3577
Cl 2.8026 0.5759 -0.0552
Cl -2.2421 -1.0661 0.3533

31
Properties=species:S:1:pos:R:3 method="wB97M-V/def2-TZVPD" homo_ev=-14.00 de_lowest_kcal_mol=27.8 total_charge=+1 spin_multiplicity=1 homo_lumo_gap_ev=10.70
O 32.5927 -6.5106 -7.8099
H 32.3293 -5.6134 -7.3572
H 32.3363 -6.3655 -8.7537
H 31.9904 -7.2524 -7.5146
O 31.3860 -2.8079 -5.3735
H 31.6831 -2.2445 -4.6433
H 31.6129 -3.7137 -5.1922
O 31.5131 -6.6024 -10.2541
H 30.5956 -6.7394 -10.0600
H 31.4891 -6.5384 -11.2243
O 31.1985 -4.1710 -7.7257
H 30.5331 -3.6255 -8.0543
H 31.3892 -3.6897 -6.9049
O 34.0295 -3.8091 -7.4227
H 34.4703 -3.2626 -8.0555
H 34.2823 -3.3682 -6.6122
O 32.1003 -7.7099 -5.3511
H 31.2156 -7.5080 -5.6316
H 32.0188 -8.4203 -4.7098
O 29.8000 -6.4425 -6.1812
H 29.1311 -7.1816 -6.2155
H 29.5040 -5.7200 -6.7063
O 32.1544 -5.2299 -4.4733
H 32.2850 -6.1368 -4.8497
H 32.5359 -5.2407 -3.5874
O 31.7139 -3.6658 -10.7488
H 31.6382 -4.5628 -10.4888
H 32.1386 -3.4284 -11.5886
O 31.0759 -8.7052 -7.9460
H 31.3331 -9.6256 -7.9650
H 30.9155 -8.5617 -8.8874

| no. | molecular weight (g/mol) |
| --- | --- |
| 1 | 104.15 |
| 2 | 81.07 |
| 3 | 116.24 |
| 4 | 237.86 |
| 5 | 189.17 |
| 6 | 126.10 |
| 7 | 1074.92 |
| 8 | 549.58 |
| 9 | 777.89 |
| 10 | 103.16 |
| 11 | 86.09 |
| 12 | 666.35 |
| 13 | 181.94 |
| 14 | 181.16 |